174
Properties=species:S:1:pos:R:3:mulliken_charge:R:1 method="wB97M-V/def2-TZVPD" charge=0 homo_energy_ev=-8.07 largest_force_ev_per_a=0.78 multiplicity=1 gap_ev=8.03 smiles="CCCCCCc1nc2c(CCC(N)=O)cc([C@H](Br)CC)c(NCC)c2nc1C.c1ccncc1.c1ccncc1.c1ccncc1.c1ccncc1.c1ccncc1.c1ccncc1.c1ccncc1.c1ccncc1.c1ccncc1.c1ccncc1"
C 1.5785 -1.9569 3.4483 -1.288
C 2.4222 -0.7404 3.0356 0.210
C 1.5486 0.4041 2.5396 -0.089
C 2.3563 1.5121 1.8638 -0.912
C 2.5981 1.2704 0.3720 -0.058
C 1.6988 2.0681 -0.5811 -1.162
C 0.2617 1.9988 -0.1524 0.333
N -0.2839 0.8149 -0.2114 0.710
C -1.5590 0.6546 0.2233 0.627
C -2.1594 -0.6203 0.1666 -0.213
C -1.3746 -1.7748 -0.3685 -0.732
C -1.1789 -1.7140 -1.9000 -0.445
C 0.2310 -1.5179 -2.4144 -0.027
N 1.3094 -1.8430 -1.6047 -0.088
O 0.4275 -1.1164 -3.5432 -0.525
C -3.4520 -0.7420 0.6014 -0.636
C -4.1978 0.3480 1.1052 0.554
C -5.6103 0.1197 1.5566 -1.182
Br -5.7037 -1.4458 2.7502 -0.156
C -6.5951 -0.1022 0.4245 -0.021
C -6.6478 1.0675 -0.5671 -0.989
C -3.6296 1.6052 1.1460 -1.376
N -4.3022 2.7702 1.5561 0.256
C -3.9328 3.4035 2.8311 -0.633
C -3.3944 4.8188 2.6741 -0.473
C -2.2831 1.7560 0.7082 0.006
N -1.7162 2.9867 0.7256 -0.013
C -0.4835 3.1244 0.3145 0.536
C 0.0929 4.5026 0.3775 -1.968
H 1.7846 -2.8230 2.8275 0.318
H 0.5193 -1.7381 3.3279 0.317
H 1.7136 -2.2150 4.4865 0.254
H 3.0182 -0.4099 3.8789 0.484
H 3.0656 -1.0342 2.2101 -0.221
H 1.0237 0.8282 3.3945 0.397
H 0.8035 -0.0199 1.8736 -0.425
H 3.3247 1.5585 2.3562 0.564
H 1.8848 2.4768 2.0368 0.248
H 2.5255 0.2076 0.1562 -0.466
H 3.6238 1.5520 0.1482 0.568
H 1.7237 1.5829 -1.5540 0.114
H 2.0537 3.0853 -0.6509 0.542
H -1.8140 -2.7104 -0.0427 0.656
H -0.3968 -1.7174 0.0997 -0.325
H -1.5571 -2.6108 -2.3840 0.562
H -1.7352 -0.8764 -2.3017 0.262
H 1.8550 -1.0369 -1.3399 0.027
H 1.0726 -2.4119 -0.8071 0.362
H -3.9069 -1.7188 0.5753 0.728
H -5.9200 0.9247 2.2077 0.721
H -7.5731 -0.2281 0.8761 0.164
H -6.3631 -1.0387 -0.0716 0.372
H -7.5677 1.6273 -0.4342 0.346
H -5.8290 1.7664 -0.4398 0.127
H -6.6433 0.7035 -1.5871 0.332
H -5.2988 2.6650 1.4843 0.452
H -3.2187 2.7903 3.3724 0.247
H -4.8359 3.4633 3.4331 0.557
H -3.7523 5.2521 1.7598 -0.210
H -3.6984 5.4516 3.5020 0.428
H -2.3106 4.8341 2.6487 0.129
H 0.7223 4.7318 -0.4724 0.548
H -0.7276 5.2091 0.3806 0.426
H 0.6477 4.6282 1.3037 0.263
C 6.5974 -3.8300 2.7981 -0.283
C 6.5221 -3.1170 3.9837 -0.362
C 6.2469 -1.7589 3.9214 -0.266
N 6.0547 -1.0985 2.7831 -0.488
C 6.1307 -1.7967 1.6527 -0.215
C 6.3965 -3.1569 1.6037 -0.392
H 6.8067 -4.8916 2.8043 0.394
H 6.6696 -3.6009 4.9393 0.374
H 6.1728 -1.1694 4.8290 0.402
H 5.9674 -1.2354 0.7386 0.422
H 6.4419 -3.6718 0.6538 0.410
C -1.4059 1.4789 -4.3876 0.357
C -2.2448 2.3221 -3.6751 -0.329
C -2.9652 3.2845 -4.3647 -0.446
N -2.8952 3.4529 -5.6829 -0.591
C -2.0843 2.6373 -6.3555 -0.444
C -1.3259 1.6378 -5.7618 -0.723
H -0.8136 0.7094 -3.8933 0.324
H -2.3440 2.2382 -2.6068 0.562
H -3.6321 3.9573 -3.8336 0.477
H -2.0402 2.7949 -7.4276 0.387
H -0.6836 1.0102 -6.3611 0.492
C -0.1626 -0.9509 8.7427 -0.267
C -0.8578 -1.8264 7.9233 -0.463
C -0.1456 -2.5569 6.9839 -0.248
N 1.1720 -2.4639 6.8240 -0.483
C 1.8249 -1.6185 7.6178 -0.357
C 1.2104 -0.8423 8.5889 -0.340
H -0.6819 -0.3621 9.4882 0.406
H -1.9297 -1.9422 8.0057 0.376
H -0.6544 -3.2506 6.3232 0.369
H 2.8973 -1.5584 7.4639 0.421
H 1.7952 -0.1745 9.2073 0.571
C 4.2246 0.2650 -6.9058 -0.360
C 3.2515 -0.1316 -6.0029 -0.947
C 1.9287 0.1871 -6.2732 0.228
N 1.5409 0.8571 -7.3590 -0.290
C 2.4872 1.2311 -8.2169 -0.395
C 3.8357 0.9618 -8.0392 -0.608
H 5.2678 0.0287 -6.7354 0.863
H 3.5052 -0.6782 -5.1046 0.435
H 1.1470 -0.1120 -5.5836 0.301
H 2.1447 1.7750 -9.0907 0.366
H 4.5607 1.2900 -8.7713 0.388
C 2.8233 -5.1881 -4.2792 -0.588
C 3.4552 -6.4114 -4.1211 -0.142
C 4.1113 -6.6599 -2.9237 -0.318
N 4.1735 -5.7898 -1.9176 -0.512
C 3.5625 -4.6199 -2.0903 -0.560
C 2.8742 -4.2694 -3.2416 -0.041
H 2.2973 -4.9544 -5.1964 0.457
H 3.4301 -7.1572 -4.9000 0.351
H 4.6133 -7.6073 -2.7591 0.356
H 3.6288 -3.9241 -1.2596 0.521
H 2.3989 -3.3028 -3.3167 0.479
C 9.4271 2.5845 -4.9737 -0.178
C 10.1014 1.5466 -5.5969 -0.372
C 9.3671 0.4658 -6.0621 -0.222
N 8.0459 0.3680 -5.9394 -0.431
C 7.4134 1.3714 -5.3382 0.116
C 8.0510 2.4978 -4.8408 -0.654
H 9.9649 3.4456 -4.5989 0.373
H 11.1750 1.5711 -5.7222 0.346
H 9.8594 -0.3640 -6.5569 0.359
H 6.3391 1.2610 -5.2461 0.342
H 7.4812 3.2831 -4.3638 0.345
C 4.1989 3.7941 8.1841 -0.149
C 4.9794 3.1902 9.1564 -0.419
C 4.3802 2.2768 10.0110 -0.188
N 3.0928 1.9452 9.9525 -0.533
C 2.3566 2.5362 9.0140 0.008
C 2.8561 3.4606 8.1104 -0.552
H 4.6285 4.5111 7.4968 0.382
H 6.0314 3.4194 9.2539 0.356
H 4.9598 1.7837 10.7837 0.365
H 1.3106 2.2504 8.9873 0.386
H 2.2070 3.9044 7.3684 0.363
C -6.2822 7.3582 -1.8985 -0.342
C -5.4995 6.2372 -1.6769 -0.579
C -4.8191 6.1340 -0.4723 0.004
N -4.8697 7.0585 0.4875 -0.336
C -5.6245 8.1298 0.2568 -0.359
C -6.3483 8.3266 -0.9097 -0.383
H -6.8291 7.4755 -2.8250 0.400
H -5.4146 5.4564 -2.4211 0.318
H -4.2017 5.2641 -0.2661 0.426
H -5.6479 8.8700 1.0495 0.367
H -6.9454 9.2190 -1.0376 0.364
C -0.2502 -10.6745 -6.5005 -0.125
C -0.6572 -9.6749 -5.6321 -0.632
C 0.2878 -8.7630 -5.1863 -0.172
N 1.5680 -8.7959 -5.5452 -0.207
C 1.9453 -9.7623 -6.3788 -0.028
C 1.0804 -10.7210 -6.8841 -0.635
H -0.9573 -11.4048 -6.8718 0.364
H -1.6849 -9.6001 -5.3049 0.351
H 0.0088 -7.9645 -4.5070 0.366
H 2.9946 -9.7677 -6.6543 0.348
H 1.4432 -11.4826 -7.5601 0.352
C -11.6427 0.2690 3.9577 -0.125
C -11.9165 0.2829 2.5996 -0.501
C -10.9255 -0.1330 1.7235 -0.162
N -9.7220 -0.5451 2.1148 -0.366
C -9.4716 -0.5552 3.4223 0.084
C -10.3946 -0.1589 4.3795 -0.664
H -12.3892 0.5861 4.6743 0.372
H -12.8763 0.6093 2.2238 0.352
H -11.1023 -0.1373 0.6534 0.361
H -8.4818 -0.8926 3.7106 0.242
H -10.1371 -0.1870 5.4292 0.355


103
Properties=species:S:1:pos:R:3:mulliken_charge:R:1 method="wB97M-V/def2-TZVPD" charge=+3 homo_energy_ev=-15.59 largest_force_ev_per_a=8.11 multiplicity=1 gap_ev=10.24
C 2.9097 -2.2040 8.3151 -1.322
C 3.4925 -1.5947 6.9593 -0.062
C 4.3467 -2.6671 6.2729 -1.116
N 4.8468 -2.3684 4.9541 0.254
C 5.8216 -1.2753 4.9853 -0.799
C 5.4500 -3.5881 4.2512 -0.467
C 5.3249 -3.2628 2.8023 -0.618
C 4.1609 -2.2756 2.6431 -0.583
C 3.6877 -2.0088 4.0673 -0.805
H 2.2230 -3.0016 8.1275 0.367
H 2.3537 -1.5107 8.9458 0.376
H 3.7161 -2.6536 8.8706 0.350
H 3.9683 -0.6379 7.0712 0.359
H 2.6711 -1.5242 6.1851 0.235
H 3.7989 -3.6205 6.2503 0.293
H 5.1976 -2.8388 6.9294 0.577
H 5.3891 -0.3127 5.2829 0.319
H 6.1667 -1.1814 3.9153 0.366
H 6.7178 -1.4079 5.6328 0.349
H 6.5030 -3.6234 4.6250 0.366
H 4.9426 -4.5182 4.5220 0.394
H 6.2782 -2.8341 2.3959 0.304
H 5.1756 -4.2367 2.2621 0.362
H 4.4756 -1.3477 2.1470 0.325
H 3.4912 -2.7144 1.8886 0.327
H 3.3368 -1.0030 4.1640 0.413
H 2.8220 -2.6518 4.3671 0.435
C -9.3033 -2.8192 -2.6734 -1.327
C -7.7635 -2.8891 -2.3013 -0.150
C -7.5067 -3.4867 -0.9243 -0.769
N -6.0596 -3.5229 -0.5859 0.391
C -5.3435 -4.3367 -1.6111 -1.027
C -5.8533 -4.1176 0.8717 -0.643
C -4.5223 -3.4619 1.3647 -0.694
C -4.1601 -2.4081 0.3075 -0.591
C -5.5103 -2.1915 -0.3840 -0.973
H -9.8362 -3.7939 -2.7208 0.334
H -9.4300 -2.2848 -3.5869 0.400
H -9.7296 -2.2110 -1.8963 0.360
H -7.5087 -1.8455 -2.1572 0.150
H -7.0849 -3.3688 -3.0225 0.445
H -7.8376 -4.5279 -0.8983 0.436
H -7.9545 -2.8937 -0.0748 0.373
H -4.5317 -4.9169 -1.1572 0.338
H -4.9311 -3.5982 -2.3132 0.391
H -6.0126 -5.0442 -2.0604 0.375
H -5.9211 -5.2222 0.7999 0.418
H -6.6521 -3.6741 1.4580 0.342
H -3.7343 -4.1741 1.4033 0.315
H -4.6562 -3.0168 2.3535 0.363
H -3.3285 -2.5355 -0.3852 0.362
H -3.9693 -1.4755 0.8180 0.488
H -5.5448 -1.5274 -1.2428 0.599
H -6.1113 -1.7417 0.4127 0.285
C 6.8947 4.8697 -5.6986 -1.460
C 6.3417 3.8249 -4.7111 -0.213
C 5.0381 4.3085 -4.1672 -1.039
N 4.5380 3.6274 -2.9143 0.392
C 4.3275 2.1675 -3.1754 -1.069
C 3.2705 4.2508 -2.3830 -0.960
C 3.5345 4.7338 -0.9456 -0.549
C 4.6908 3.8505 -0.4959 -0.594
C 5.5392 3.7775 -1.7762 -0.771
H 7.1697 5.8092 -5.2676 0.367
H 6.1274 5.0904 -6.4680 0.328
H 7.7863 4.6634 -6.2739 0.398
H 6.9961 3.4676 -3.9242 0.382
H 6.1813 2.9172 -5.3564 0.292
H 4.2771 4.2085 -4.9641 0.561
H 5.0146 5.3598 -3.8694 0.540
H 5.3214 1.7970 -3.4688 0.453
H 3.5823 1.9969 -3.9570 0.344
H 4.0870 1.5971 -2.2692 0.358
H 2.5972 3.4540 -2.3885 0.547
H 2.8589 4.9363 -3.0830 0.476
H 2.6208 4.5903 -0.4026 0.413
H 3.7348 5.8346 -0.9169 0.310
H 4.3472 2.8588 -0.1793 0.256
H 5.1873 4.3162 0.3586 0.405
H 6.2538 2.9809 -1.8255 0.397
H 6.0537 4.7113 -2.0398 0.457
C -6.0862 3.0438 -0.0339 -1.449
C -5.9610 2.2836 -1.3137 0.849
O -6.5583 1.4131 -1.7778 -0.382
N -4.7814 2.7989 -2.1351 0.055
H -4.4402 3.6952 -1.6503 0.421
H -4.1084 2.0422 -2.2585 0.218
C -5.1749 3.0314 -3.4939 -0.964
H -6.8854 2.6226 0.5335 0.383
H -6.1616 4.1164 -0.2074 0.392
H -5.1607 2.9006 0.4937 0.420
H -5.9349 3.8054 -3.4548 0.400
H -5.5319 2.1103 -3.9130 0.340
H -4.2909 3.3511 -3.9833 0.403
N -1.7172 1.2132 -1.4259 -0.264
S -0.4085 1.4634 -0.6500 0.993
O 0.6178 2.1109 -1.4542 -0.577
O 0.0198 0.3793 0.1782 -0.598
F -0.7963 2.5464 0.3343 -0.240
S -2.2111 -0.0182 -2.2213 1.026
O -3.6819 0.2529 -2.3480 -0.696
O -1.8651 -1.2716 -1.7119 -0.578
F -1.7245 0.0582 -3.5704 -0.167


19
Properties=species:S:1:pos:R:3:mulliken_charge:R:1 method="wB97M-V/def2-TZVPD" charge=0 homo_energy_ev=-8.68 largest_force_ev_per_a=4.00 multiplicity=1 gap_ev=5.48
C 1.9405 -0.7043 0.9837 -0.439
N -1.0466 -1.1791 0.2674 -0.645
C -1.7405 -0.4865 -0.5583 0.769
C -2.1833 0.8465 -0.5293 -0.677
O 0.2542 2.1909 1.2395 -0.704
C -1.9329 -0.4408 -1.9654 -0.685
O 2.3431 -1.5845 0.1843 -0.407
C 1.7177 0.6434 0.0465 -0.074
H 2.7348 -0.3777 1.6854 0.384
H 0.9801 -0.8602 1.4830 0.399
H -0.3342 -1.7269 -0.1903 0.252
H -2.8182 -0.1486 -2.5023 0.315
H -1.6396 1.7273 -0.2087 0.179
H -3.1414 1.1081 -0.9571 0.300
H 0.3178 2.6563 2.0782 0.230
H -1.0102 -0.5639 -2.5380 0.208
H 1.0148 0.2929 -0.7075 -0.032
H 2.6288 1.1192 -0.2875 0.384
H 1.1301 1.2770 0.8665 0.244


40
Properties=species:S:1:pos:R:3:mulliken_charge:R:1 method="wB97M-V/def2-TZVPD" charge=0 homo_energy_ev=-8.44 largest_force_ev_per_a=1.22 multiplicity=1 gap_ev=8.22 smiles="Cc1ccc2c(c1)c1nnc(SCC(=O)NC3CC3)nc1n2C"
C -4.0548 -1.0695 4.5250 -1.506
C -2.8461 -0.3733 3.9769 0.967
C -1.9218 0.1952 4.8587 -0.636
C -0.7872 0.8543 4.4214 -0.730
C -0.5807 0.9417 3.0558 -0.313
C -1.5036 0.3731 2.1489 0.314
C -2.6351 -0.2835 2.6104 -0.805
C -0.9854 0.6484 0.8409 0.895
N -1.3972 0.3716 -0.3759 -0.880
N -0.6626 0.7864 -1.3744 -0.222
C 0.4542 1.4627 -1.1484 0.232
S 1.3687 2.0030 -2.5375 -0.227
C 0.3493 1.3704 -3.9034 -0.560
C 0.6196 -0.0616 -4.3644 0.493
O 0.0663 -0.4873 -5.3525 -0.636
N 1.4845 -0.7654 -3.6118 -0.067
C 1.8163 -2.1294 -3.8712 -0.081
C 3.2663 -2.5058 -3.9173 -0.560
C 2.4609 -2.4790 -5.1793 -0.589
N 0.9798 1.7932 0.0371 -0.539
C 0.2377 1.3778 1.0459 0.876
N 0.4632 1.5410 2.3623 0.055
C 1.5872 2.2254 2.9381 -1.057
H -3.7589 -1.8725 5.1985 0.345
H -4.6699 -0.3710 5.0912 0.332
H -4.6562 -1.4903 3.7241 0.350
H -2.1038 0.1150 5.9206 0.413
H -0.0905 1.2839 5.1245 0.428
H -3.3301 -0.7118 1.9054 0.434
H -0.6930 1.4352 -3.5897 0.283
H 0.5145 2.0427 -4.7452 0.498
H 1.9015 -0.3198 -2.8062 0.181
H 1.1120 -2.8386 -3.4468 0.346
H 3.5603 -3.4592 -3.5060 0.249
H 3.9905 -1.7199 -3.7636 0.263
H 2.1862 -3.4114 -5.6454 0.229
H 2.6308 -1.6749 -5.8767 0.207
H 2.1655 1.5468 3.5687 0.320
H 1.2506 3.0723 3.5397 0.322
H 2.2107 2.5843 2.1214 0.376


13
Properties=species:S:1:pos:R:3:mulliken_charge:R:1 method="wB97M-V/def2-TZVPD" charge=+1 homo_energy_ev=-14.48 largest_force_ev_per_a=6.17 multiplicity=1 gap_ev=9.31
C -0.0631 -1.6591 0.0945 -0.441
C -0.1857 0.8803 0.3039 0.206
N -0.7867 -0.1986 0.0944 -0.331
N -1.0956 2.4477 -0.0679 -0.565
N 1.2597 -1.6464 0.3561 -0.386
I -2.7901 -0.3112 -0.3766 0.360
H -0.6669 -2.1820 0.8366 0.368
H -0.3091 -1.9932 -0.9159 0.374
H 0.8503 1.0492 0.5284 0.388
H -1.9181 2.4125 0.5206 0.264
H -0.4881 3.1980 0.2400 0.271
H 1.5998 -1.6298 1.3020 0.245
H 1.9283 -1.4645 -0.3705 0.248